The following is a quantum chemistry calculation of a structure of composition C17H64FeN30O19 at a distorted geometry, from the Open Molecules 2025 dataset.

Computed properties:
Multiplicity = 5
Highest occupied orbital energy (spin up / spin down) = -8.50 / -8.35 eV
Electronic energy = -136670.197 eV
<S²> = 6.007

Geometry as XYZ:
```
131
Properties=species:S:1:pos:R:3:forces:R:3
Fe 0.146 -0.898 -1.459 0.06 -0.55 -0.09
C -0.428 0.529 0.547 -1.13 0.49 0.28
O -0.635 0.773 -0.618 -2.87 5.00 -6.77
O -0.871 1.146 1.507 -1.27 2.02 2.84
O 0.188 -0.511 0.596 4.80 -6.94 3.74
C -0.482 0.767 4.963 0.24 0.03 4.21
O -0.266 0.666 6.157 0.51 -0.55 1.11
N -1.664 0.651 4.445 -4.15 -0.32 -2.17
N 0.415 1.066 4.075 2.64 0.48 -2.14
H -1.735 0.971 3.490 -0.67 -0.37 0.12
H -2.502 0.410 4.953 0.53 0.22 0.09
H 1.388 1.021 4.342 -0.35 0.27 -0.28
H 0.020 1.032 3.146 1.13 0.11 -0.65
C -5.163 -0.569 -2.700 -2.62 -1.13 1.34
O -4.620 -1.007 -3.682 0.49 0.36 -1.92
N -6.442 -0.155 -2.491 -1.37 0.83 -1.96
N -4.679 -0.753 -1.496 3.25 -0.40 2.71
H -6.714 0.085 -1.548 -0.31 0.00 -0.70
H -7.129 -0.271 -3.222 0.11 0.36 0.28
H -3.761 -1.173 -1.480 -0.04 0.43 0.55
H -5.187 -0.537 -0.650 0.56 -0.17 -0.32
C -0.678 -0.796 -4.566 -1.53 0.33 2.96
O -0.055 -0.805 -3.521 1.37 -0.21 0.80
N -0.196 -0.887 -5.730 4.09 -0.80 -5.82
N -1.963 -0.651 -4.690 -3.81 0.37 0.88
H -0.871 -1.034 -6.467 0.94 -0.08 -0.21
H 0.788 -1.043 -5.896 -0.32 0.12 -0.03
H -2.324 -0.476 -5.617 -0.52 -0.04 0.66
H -2.620 -0.774 -3.933 -0.22 0.24 -0.06
C 1.102 4.163 0.840 2.54 1.90 -0.02
O 1.844 5.105 1.067 0.12 1.37 -0.96
N 0.525 3.855 -0.310 -1.08 -0.06 -2.26
N 0.924 3.293 1.770 -0.95 -3.31 3.75
H 0.807 4.368 -1.133 -0.37 -0.05 0.04
H 0.033 2.973 -0.318 0.03 -0.01 -0.78
H 0.398 2.433 1.705 -0.26 0.28 -0.24
H 1.450 3.419 2.623 0.06 0.21 -0.01
C 1.832 -3.410 -2.751 -1.58 1.12 2.53
O 1.267 -2.763 -1.897 -0.43 2.03 1.48
N 1.309 -4.436 -3.255 -3.69 -5.15 -2.55
N 3.049 -3.302 -3.141 5.15 2.51 -1.65
H 0.504 -4.799 -2.764 0.28 -0.62 0.01
H 1.936 -5.082 -3.712 -0.78 -0.43 0.18
H 3.389 -2.351 -3.111 0.47 -0.22 -0.10
H 3.293 -3.869 -3.940 0.49 0.53 0.12
C -2.969 -1.868 2.176 0.78 -4.87 1.10
O -3.790 -2.712 2.496 -1.29 -1.14 0.86
N -1.667 -2.155 2.197 1.04 -0.29 0.23
N -3.328 -0.774 1.653 -1.20 5.40 -2.50
H -1.454 -3.103 2.472 0.23 0.51 0.02
H -0.972 -1.529 1.815 0.28 -0.26 0.02
H -2.617 -0.189 1.238 -0.45 0.53 0.07
H -4.316 -0.575 1.581 0.42 0.06 0.10
C -3.474 3.816 0.873 -1.59 -0.54 1.64
O -4.463 4.323 0.511 -4.14 2.62 -2.82
N -2.291 4.233 0.847 6.90 3.93 -2.10
N -3.488 2.828 1.707 -1.76 -5.82 3.04
H -1.543 3.626 1.151 0.14 0.45 -0.28
H -2.100 5.139 0.444 0.31 -0.30 -0.10
H -2.656 2.261 1.792 -0.16 -0.41 -0.01
H -4.373 2.343 1.686 0.18 -0.27 0.34
C 2.051 -2.687 2.725 1.25 -5.38 2.02
O 2.568 -3.755 3.105 0.94 0.46 -0.22
N 2.241 -2.110 1.622 3.19 2.13 -5.56
N 1.086 -2.178 3.381 -3.77 2.24 3.96
H 3.123 -2.339 1.186 -0.42 0.08 -0.57
H 1.657 -1.357 1.288 -0.08 0.07 -0.22
H 1.100 -2.477 4.345 -0.61 0.29 0.05
H 0.866 -1.215 3.169 -0.41 -0.02 0.58
C -2.403 3.189 -3.304 -0.24 -0.98 -1.80
O -3.058 3.406 -4.263 -2.35 0.49 -4.31
N -2.464 3.916 -2.268 0.57 2.66 5.01
N -1.572 2.178 -3.187 2.36 -2.62 0.00
H -1.763 3.634 -1.598 -0.63 1.22 0.74
H -3.033 4.750 -2.224 0.22 -0.37 0.20
H -1.121 2.018 -2.298 0.17 -0.64 -0.31
H -1.326 1.648 -4.010 -0.19 0.13 0.49
C 4.458 -4.406 0.261 -1.16 -1.42 0.41
O 3.568 -5.233 0.140 -0.11 -0.93 0.28
N 4.486 -3.395 -0.551 -0.87 3.33 -2.99
N 5.396 -4.380 1.164 2.56 -0.88 2.78
H 5.224 -2.727 -0.725 -0.13 -0.38 0.22
H 3.676 -3.435 -1.153 0.51 0.48 -0.26
H 5.425 -5.110 1.861 -0.13 0.25 -0.08
H 5.951 -3.552 1.327 -0.21 -0.35 -0.03
C -2.244 -3.180 -1.644 1.84 0.96 -0.55
O -1.486 -2.161 -1.529 -1.92 -1.52 -0.01
N -2.160 -4.048 -2.654 1.15 -0.13 -1.27
N -3.188 -3.481 -0.796 -1.08 0.89 1.87
H -2.653 -4.928 -2.611 0.34 0.20 -0.16
H -1.332 -3.942 -3.222 -0.33 -0.28 -0.18
H -3.336 -2.751 -0.114 -0.47 -0.60 0.51
H -3.849 -4.230 -0.944 0.13 0.39 0.22
C -1.237 5.643 4.036 -0.70 1.09 2.17
O -1.231 6.318 5.063 0.43 0.41 0.06
N -1.960 4.551 3.967 -1.81 -2.85 0.55
N -0.596 5.935 2.942 1.96 1.73 -2.64
H -2.164 4.045 3.117 -0.11 0.26 0.48
H -2.466 4.366 4.821 -0.04 -0.29 -0.40
H -0.657 5.388 2.096 0.16 0.35 0.53
H -0.177 6.854 2.914 0.16 -0.39 -0.20
C 3.042 0.526 -1.601 -1.95 0.97 -1.74
O 1.909 0.130 -1.863 -0.34 -0.62 0.49
N 3.338 1.428 -0.692 0.95 0.30 1.42
N 4.007 0.306 -2.497 1.60 -0.86 -0.27
H 2.640 1.843 -0.091 0.19 -0.08 0.15
H 4.331 1.580 -0.589 -0.46 0.66 0.71
H 3.754 -0.218 -3.322 0.40 0.42 0.16
H 4.875 0.802 -2.356 -0.01 -0.41 -0.81
C 0.185 -6.071 -0.163 1.92 0.04 -1.75
O 0.628 -6.595 -1.144 0.85 -1.76 -3.40
N 0.814 -5.284 0.593 3.27 3.64 3.81
N -1.030 -6.122 0.216 -6.39 -1.86 0.37
H 1.760 -4.977 0.414 0.22 -0.28 0.42
H 0.306 -5.109 1.448 1.37 0.80 0.12
H -1.259 -5.740 1.122 -0.81 -0.63 -0.47
H -1.511 -6.868 -0.267 -0.74 0.09 0.80
C 3.792 2.102 3.446 -2.34 0.66 0.04
O 3.215 3.196 3.335 1.88 -1.69 0.24
N 3.329 0.904 3.047 -1.70 -1.82 -1.53
N 4.912 1.776 4.082 3.30 2.47 2.18
H 3.769 0.129 3.522 -0.76 -0.24 -0.67
H 2.470 0.747 2.540 0.22 0.19 0.14
H 5.252 0.846 4.281 -0.30 0.41 -0.24
H 5.313 2.515 4.643 0.16 -0.16 -0.03
C 2.517 4.218 -2.981 -0.45 0.10 -0.51
O 1.916 5.484 -2.630 0.67 -1.14 -0.32
H 2.235 3.429 -2.284 0.23 0.34 0.24
H 2.139 3.893 -3.950 -0.16 -0.07 -0.19
H 3.596 4.312 -3.104 0.16 -0.09 0.45
H 2.242 6.018 -3.359 -0.39 0.71 0.19
```
Positions in Å, forces in eV/Å.


The following is a quantum chemistry calculation of a cluster of 4 separate species, H8O4 in total at a distorted geometry, from the Open Molecules 2025 dataset.

Computed properties:
Energy above the lowest of the compared OMol25 structures with the same formula, charge and spin = 82.86 kJ/mol
Highest occupied orbital energy = -11.18 eV
Electronic energy = -8319.817 eV
SMILES = O.O.O.O

Geometry as XYZ:
```
12
Properties=species:S:1:pos:R:3:forces:R:3
O -27.123 -2.063 -0.072 -1.09 0.11 0.30
H -27.041 -2.345 -0.971 0.16 -0.40 -0.95
H -26.260 -1.800 0.198 1.08 0.45 0.25
O -27.279 0.944 -2.093 0.37 0.89 -0.48
H -27.494 1.868 -2.340 0.11 -0.96 0.30
H -28.006 0.640 -1.551 -0.57 0.12 0.19
O -27.869 -3.347 2.242 -0.56 -1.11 2.73
H -27.702 -2.752 2.993 -0.07 -0.26 -0.81
H -27.670 -2.931 1.438 0.49 1.21 -1.69
O -29.563 -0.491 -0.645 -1.32 1.15 -0.67
H -30.185 -0.697 0.061 0.48 -0.18 -0.01
H -28.755 -0.958 -0.540 0.93 -1.03 0.83
```
Positions in Å, forces in eV/Å.


The following is a quantum chemistry calculation of the molecule C8H8BrP at a distorted geometry, from the Open Molecules 2025 dataset.

Computed properties:
Energy above the lowest of the compared OMol25 structures with the same formula, charge and spin = 46.14 kJ/mol
Highest occupied orbital energy (spin up / spin down) = -8.04 / -8.04 eV
Electronic energy = -87754.069 eV
SMILES = CP1=CC(Br)=C2C=CCC=12

Geometry as XYZ:
```
18
Properties=species:S:1:pos:R:3:forces:R:3
C -0.645 2.312 0.427 2.53 0.11 -0.29
P 0.182 1.333 -0.943 -1.12 -0.87 1.48
C 1.800 1.503 -0.361 3.45 0.53 0.43
C 2.399 0.287 -0.120 1.10 1.40 -0.10
Br 4.295 0.090 0.198 -0.57 0.11 0.03
C 1.565 -0.844 -0.111 -5.13 3.08 0.48
C 1.541 -2.251 -0.006 -1.35 0.36 0.20
C 0.283 -2.656 -0.165 -1.29 -0.99 -1.70
C -0.645 -1.513 -0.570 0.29 -2.32 0.83
C 0.104 -0.360 -0.192 5.55 1.07 -1.47
H -0.674 3.351 0.102 -0.48 -0.02 0.36
H -0.053 2.159 1.356 -0.47 0.33 -0.64
H -1.532 1.787 0.515 -2.25 -0.21 0.35
H 2.347 2.492 -0.182 -0.87 -1.61 -0.50
H 2.252 -2.911 0.322 2.15 -1.19 0.33
H -0.022 -3.707 -0.269 0.07 0.49 0.48
H -0.715 -1.543 -1.656 -0.55 -0.14 -0.13
H -1.573 -1.605 -0.046 -1.06 -0.14 -0.15
```
Positions in Å, forces in eV/Å.


The following is a quantum chemistry calculation of a cluster of 2 separate species, C9H10N5 in total at a distorted geometry, from the Open Molecules 2025 dataset.

Computed properties:
Total charge = +1
Energy above the lowest of the compared OMol25 structures with the same formula, charge and spin = 284.36 kJ/mol
Highest occupied orbital energy (spin up / spin down) = -11.83 / -11.83 eV
Electronic energy = -16934.519 eV

Geometry as XYZ:
```
24
Properties=species:S:1:pos:R:3:forces:R:3
C -2.112 1.729 0.220 1.54 -2.83 -1.37
C -2.605 0.678 -0.590 0.30 -0.58 1.54
C -0.922 1.523 0.891 0.56 -1.01 2.48
C -2.088 -0.636 -0.491 -0.62 1.31 -2.15
C -0.408 0.220 1.061 -1.72 1.27 -2.41
C 2.913 1.144 0.596 -0.92 -0.52 0.20
C 2.240 0.588 -1.368 1.09 0.91 3.88
C -0.939 -0.820 0.271 -1.13 1.54 0.46
C -0.468 -2.111 0.334 1.63 -0.06 0.60
N 2.760 1.591 -0.624 0.58 0.79 0.44
N 2.494 -0.157 0.642 0.27 1.33 -2.68
N 2.027 -0.466 -0.630 0.47 -0.31 2.20
N 1.524 -1.680 -0.750 -0.93 -1.38 -0.03
N -0.445 -3.176 0.789 0.33 -1.84 0.33
H -2.505 2.672 0.252 -1.31 2.16 -0.27
H -3.464 0.833 -1.194 -0.61 0.17 -0.42
H -0.457 2.276 1.578 -0.65 -0.40 -1.01
H -2.494 -1.433 -1.195 0.58 1.03 1.31
H 0.403 0.129 1.693 1.25 -0.59 1.14
H 3.130 1.687 1.533 0.27 -0.30 -0.98
H 2.022 0.711 -2.327 -0.95 0.01 -3.92
H 1.114 -1.755 -1.674 0.24 0.03 -0.28
H 0.138 -4.006 0.864 -0.25 0.29 -0.27
H 2.210 -0.763 1.354 -0.02 -1.02 1.23
```
Positions in Å, forces in eV/Å.


The following is a quantum chemistry calculation of a cluster of 13 separate species, H26O13 in total at a distorted geometry, from the Open Molecules 2025 dataset.

Computed properties:
Energy above the lowest of the compared OMol25 structures with the same formula, charge and spin = 502.07 kJ/mol
Highest occupied orbital energy = -10.74 eV
Electronic energy = -27036.743 eV

Geometry as XYZ:
```
39
Properties=species:S:1:pos:R:3:forces:R:3
O -1.377 0.091 3.473 3.21 0.62 -6.94
H -1.846 -0.095 4.186 -3.54 -1.72 4.63
H -1.615 -0.445 2.641 0.32 0.89 2.13
O 0.512 -0.083 -0.542 -0.64 1.49 -3.55
H -0.131 0.577 -0.246 -0.04 0.03 1.25
H 0.564 0.440 -1.450 0.67 -2.03 2.32
O -2.357 -3.260 -1.111 0.56 -0.75 1.46
H -2.953 -3.414 -0.371 -1.32 0.30 -0.44
H -1.609 -3.488 -0.520 0.61 0.44 -1.29
O -1.043 3.177 2.186 -4.26 1.07 -0.02
H -0.644 3.274 3.012 1.76 0.06 2.27
H -1.982 3.381 2.535 1.78 -0.50 -1.40
O 0.363 -1.989 -2.926 -3.12 -1.18 -2.91
H 0.266 -1.378 -3.676 0.12 -0.50 0.49
H 1.003 -1.663 -2.387 3.32 1.77 2.38
O 0.946 1.619 3.405 1.44 -3.07 4.20
H 0.159 1.117 3.287 -1.37 -0.72 -0.20
H 0.973 2.255 2.797 0.24 3.58 -3.89
O -0.061 2.608 -2.325 -1.03 -0.42 -0.23
H 0.832 2.894 -2.442 0.88 0.17 -0.21
H -0.287 2.016 -3.047 -0.01 0.25 -0.34
O 0.047 2.270 0.211 -2.00 1.22 -1.94
H 0.556 2.983 0.585 0.09 0.27 0.30
H -0.688 2.753 -0.335 2.20 -1.23 1.55
O 1.114 -3.727 -0.611 -1.61 1.96 0.37
H 0.991 -3.344 0.331 0.18 -0.65 -2.84
H 0.578 -3.166 -1.310 1.37 -1.53 2.41
O -0.938 -1.841 0.990 -0.53 -1.59 1.89
H -0.683 -2.628 1.569 -0.03 1.93 -1.31
H -0.194 -1.427 0.541 0.43 -0.24 -0.16
O 2.701 0.301 0.934 1.93 -0.48 2.16
H 2.469 -0.060 1.810 0.77 0.43 -0.02
H 1.854 0.253 0.565 -2.16 0.15 -1.94
O 3.455 -0.940 -1.544 0.39 0.81 -1.05
H 3.625 -0.781 -0.563 -0.11 0.82 -2.03
H 3.788 -0.267 -2.246 -0.49 -1.51 2.92
O -3.232 1.473 -2.326 -1.03 0.74 -3.96
H -2.649 0.770 -2.252 1.54 -2.11 0.62
H -3.405 1.849 -1.524 -0.51 1.25 3.37
```
Positions in Å, forces in eV/Å.


The following is a quantum chemistry calculation of a structure of composition C3H6N4O2 at a distorted geometry, from the Open Molecules 2025 dataset.

Computed properties:
Energy above the lowest of the compared OMol25 structures with the same formula, charge and spin = 410.71 kJ/mol
Highest occupied orbital energy = -8.28 eV
Electronic energy = -13260.013 eV

Geometry as XYZ:
```
15
Properties=species:S:1:pos:R:3:forces:R:3
C 0.410 0.339 -0.763 -2.24 -0.26 0.17
C -1.394 -0.774 -0.189 -0.07 1.34 -0.37
C -0.193 -0.382 0.334 -0.46 -0.01 -2.21
H 1.581 2.030 0.868 0.74 -0.49 -0.86
H 2.698 0.801 0.857 -0.06 0.06 -0.33
H 1.759 1.400 -1.686 0.23 0.34 -0.32
H -2.237 -2.198 0.928 -0.22 0.37 -0.21
H -3.100 -1.763 -0.429 -0.62 -0.29 -0.82
H 0.657 0.153 2.105 -1.25 -4.68 -2.80
N 2.265 1.509 0.266 -1.04 0.29 0.92
N 1.619 0.898 -0.835 2.17 0.37 0.33
N -0.406 0.486 -1.789 0.03 -0.25 1.00
N -2.486 -1.452 0.279 0.97 -0.42 1.50
O -1.565 -0.212 -1.390 -0.10 -0.58 -0.42
O 0.393 -0.834 1.444 1.94 4.21 4.43
```
Positions in Å, forces in eV/Å.


The following is a quantum chemistry calculation of the ion C4H10S2 with charge +1 at a distorted geometry, from the Open Molecules 2025 dataset.

Computed properties:
Total charge = +1
Multiplicity = 2
Energy above the lowest of the compared OMol25 structures with the same formula, charge and spin = 120.20 kJ/mol
Highest occupied orbital energy (spin up / spin down) = -15.22 / -14.60 eV
Electronic energy = -25971.577 eV
<S²> = 0.756

Geometry as XYZ:
```
16
Properties=species:S:1:pos:R:3:forces:R:3
C -3.300 0.207 0.418 1.71 -2.59 2.12
C -1.744 0.464 0.301 -0.97 0.89 -0.45
S -0.787 -0.848 1.118 0.90 0.87 1.27
S 1.141 -0.083 1.261 -1.11 -0.99 -0.22
C 1.751 -0.296 -0.431 -1.15 -0.99 -2.23
C 3.210 -0.009 -0.629 0.64 -0.10 2.40
H -3.995 0.591 -0.292 0.15 0.82 -0.71
H -3.313 -0.899 0.300 -0.69 0.43 -0.10
H -3.672 0.350 1.469 0.47 0.26 -1.05
H -1.384 0.421 -0.709 -0.22 0.29 -0.78
H -1.425 1.412 0.740 -0.01 -0.17 0.05
H 1.089 0.153 -1.201 0.13 -0.11 0.67
H 1.688 -1.417 -0.526 -0.45 0.99 -0.06
H 3.657 -0.249 -1.580 -0.54 0.08 -0.58
H 3.504 0.999 -0.294 0.06 -0.50 -0.23
H 3.580 -0.796 0.055 1.07 0.83 -0.10
```
Positions in Å, forces in eV/Å.


The following is a quantum chemistry calculation of a structure of composition H12LiO6 at a distorted geometry, from the Open Molecules 2025 dataset.

Computed properties:
Total charge = +1
Energy above the lowest of the compared OMol25 structures with the same formula, charge and spin = 180.60 kJ/mol
Highest occupied orbital energy = -15.11 eV
Electronic energy = -12680.298 eV

Geometry as XYZ:
```
19
Properties=species:S:1:pos:R:3:forces:R:3
Li -0.116 0.073 0.171 -0.03 0.24 0.25
O -1.418 0.301 -1.621 0.08 5.94 0.95
H -1.374 -0.568 -1.689 -0.04 -6.59 -0.42
H -0.818 0.580 -2.308 0.09 0.55 -0.44
O -1.324 1.612 1.241 3.26 -1.50 0.61
H -2.114 1.698 0.785 -2.47 0.82 -0.80
H -1.177 2.187 1.985 -0.62 0.47 0.03
O -1.600 -1.411 0.889 -0.03 0.76 -0.78
H -1.150 -2.027 1.467 -0.38 -0.55 0.04
H -2.413 -1.774 0.492 0.69 -0.16 0.65
O 0.955 -1.523 -1.327 -3.08 -2.08 4.12
H 1.095 -2.476 -1.446 -1.08 -0.70 1.57
H 1.463 -1.427 -2.027 4.08 2.89 -5.67
O 1.484 -0.613 1.531 -3.85 -0.29 -0.45
H 1.425 -0.245 2.388 -0.91 0.63 1.75
H 2.378 -0.591 1.458 4.38 -0.27 -1.30
O 1.307 1.848 -0.413 -3.68 -2.04 -5.21
H 2.016 2.306 -0.144 4.16 2.59 2.24
H 1.381 2.050 -1.432 -0.57 -0.71 2.87
```
Positions in Å, forces in eV/Å.